[1]
DFT (ωB97M-V/def2-TZVPD) results for a structure of composition C5H8O.

```
14
Properties=species:S:1:pos:R:3:forces:R:3:lowdin_charge:R:1
O -0.8743 -1.4539 0.0331 -0.2398 -0.4268 -0.7981 -0.097
C -0.1986 0.5876 1.2887 0.0935 0.6883 0.3064 -0.088
C 1.1469 0.1563 0.7385 0.1505 -0.0328 0.1715 -0.129
C 0.5003 0.4765 -0.6334 -0.0933 -0.1091 -0.0455 -0.272
C -0.2242 -0.8223 -1.0795 -0.0528 -0.2729 -0.0383 -0.216
C -0.5787 1.1845 0.1494 -0.1249 0.0170 0.2346 -0.082
H -1.6681 -0.9663 0.2846 0.2829 -0.0210 -0.1857 0.084
H -0.6611 0.3977 2.2504 0.0241 0.2801 -0.0031 0.105
H 1.5298 -0.8636 0.8523 -0.2794 0.1515 0.2231 0.111
H 1.9062 0.8749 1.0507 0.1154 -0.0831 -0.2259 0.106
H 1.0953 0.9773 -1.4158 -0.3499 -0.3195 0.1564 0.136
H 0.4516 -1.6083 -1.4101 0.2226 0.2167 -0.2933 0.117
H -0.9245 -0.5732 -1.8926 0.0899 -0.2275 0.2046 0.118
H -1.5005 1.6328 -0.2165 0.1612 0.1391 0.2932 0.106
```
Positions in Å, forces in eV/Å.

Computed properties:
Multiplicity   1
Energy relative to the best compared isomer or geometry (same formula, charge and spin)   59.3 kcal/mol
Kohn-Sham gap   10.23 eV
E_tot   -270.46340 a.u.

---

[2]
DFT (ωB97M-V/def2-TZVPD) results for an isolated molecule of C5H8O.

```
14
Properties=species:S:1:pos:R:3:forces:R:3:lowdin_charge:R:1
C -0.3066 -1.5249 0.2278 -0.0938 -0.1639 0.0821 -0.087
C -0.0510 -0.1480 -0.3685 -0.2688 -0.0451 -0.0046 -0.373
C -0.7175 0.9411 0.4878 0.0205 -0.3887 0.1455 -0.276
O -0.8124 2.1954 -0.1368 0.2581 0.0416 -0.1014 -0.074
C 1.7298 1.1350 -0.9040 0.3310 -0.4589 0.1216 0.195
C 1.5297 -0.0607 -0.4714 -0.0488 0.7263 -0.2067 -0.182
H 0.1520 -1.5861 1.2212 -0.1177 -0.0826 -0.1087 0.089
H 0.1275 -2.3018 -0.4074 -0.0938 0.0371 0.1316 0.083
H -1.3802 -1.7022 0.3210 0.0755 -0.0429 0.0090 0.083
H -0.4894 -0.0829 -1.3706 0.1216 -0.0915 0.1563 0.139
H -1.7523 0.6290 0.6753 0.1652 0.0035 -0.0339 0.125
H -0.2075 0.9993 1.4632 -0.0265 0.0234 -0.1554 0.130
H 0.0807 2.4607 -0.4117 -0.0727 0.0549 0.0432 0.038
H 2.1545 -0.9166 -0.2144 -0.2497 0.3870 -0.0785 0.109
```
Positions in Å, forces in eV/Å.

Computed properties:
Multiplicity   1
Energy relative to the best compared isomer or geometry (same formula, charge and spin)   98.1 kcal/mol
Kohn-Sham gap   9.94 eV
E_tot   -270.40155 a.u.

---

[3]
DFT (ωB97M-V/def2-TZVPD) results for an isolated molecule of C5H8O at a distorted geometry.

```
14
Properties=species:S:1:pos:R:3:forces:R:3:lowdin_charge:R:1
O -0.2435 2.2017 -1.5500 -0.3028 0.7748 -1.1258 0.049
C -0.5342 1.0350 -1.5436 1.3742 0.8797 0.7193 -0.231
C -0.5863 0.4167 -0.1793 -0.1163 -0.1613 -0.2199 -0.298
C 0.6760 0.5813 0.7411 0.0085 0.0362 -0.0192 -0.119
C 0.4652 -0.9041 1.1238 0.0678 -0.2262 0.1633 -0.170
C -0.3433 -1.0742 -0.1724 -0.1516 -0.3786 -0.0325 -0.172
H -0.4948 0.4442 -2.5053 -0.5162 0.0507 0.7026 0.138
H -1.4703 0.7695 0.3697 0.0687 -0.2992 -0.2336 0.155
H 1.6013 0.7247 0.1693 -0.2769 -0.0367 -0.0266 0.114
H 0.6592 1.3296 1.5434 -0.1754 -0.1847 -0.2946 0.108
H 1.3502 -1.5304 1.2510 -0.0921 0.0696 0.0536 0.099
H -0.1823 -1.0014 2.0001 0.1274 0.0204 -0.0582 0.106
H 0.3328 -1.2922 -1.0117 -0.1658 -0.1956 0.1741 0.114
H -1.2299 -1.7004 -0.2362 0.1504 -0.3494 0.1975 0.106
```
Positions in Å, forces in eV/Å.

Computed properties:
Multiplicity   1
SMILES   O=CC1CCC1
Energy relative to the best compared isomer or geometry (same formula, charge and spin)   35.2 kcal/mol
Kohn-Sham gap   10.65 eV
E_tot   -270.50178 a.u.

---

[4]
DFT (ωB97M-V/def2-TZVPD) results for a cluster of 2 separate species, C5H8O in total.

```
14
Properties=species:S:1:pos:R:3:forces:R:3:lowdin_charge:R:1
C 1.0550 -0.6398 1.7350 -0.0471 0.0976 -0.1102 0.088
C 0.4583 0.0453 0.7750 -0.0454 -0.1355 0.2503 -0.325
C -0.9166 0.6289 0.6210 0.0384 -0.0239 0.0266 -0.124
C -0.9379 0.9921 -0.8722 0.0229 0.0459 -0.1010 -0.198
C 0.4735 0.8247 -1.4057 -0.1320 -0.0291 0.3990 -0.032
O 1.1765 0.3150 -0.4219 -0.0323 0.0949 -0.2474 -0.068
H 0.6053 -2.4219 -2.2001 -0.0152 0.0314 0.0067 0.041
H 0.5278 -0.8821 2.6505 0.0580 0.0679 -0.1289 0.071
H 2.0829 -0.9670 1.6193 -0.1572 0.0354 0.0026 0.075
H -1.6881 -0.0909 0.9051 0.1261 0.1206 -0.0319 0.120
H -1.0287 1.5162 1.2538 0.0253 -0.1584 -0.0890 0.122
H -1.5770 0.3309 -1.4723 0.1003 0.0697 0.0498 0.113
H -1.2751 2.0114 -1.0868 0.0441 -0.1399 0.0096 0.108
H 0.7217 -1.6878 -2.2348 0.0141 -0.0767 -0.0364 0.010
```
Positions in Å, forces in eV/Å.

Computed properties:
Multiplicity   1
Energy relative to the best compared isomer or geometry (same formula, charge and spin)   93.6 kcal/mol
Kohn-Sham gap   9.59 eV
E_tot   -270.40866 a.u.

---

[5]
DFT (ωB97M-V/def2-TZVPD) results for an isolated molecule of C5H8O at a distorted geometry.

```
14
Properties=species:S:1:pos:R:3:forces:R:3:lowdin_charge:R:1
O -1.8859 0.0667 0.4742 -0.1033 -0.2020 -0.2492 -0.020
C -0.7587 -0.7675 0.5257 0.0979 -0.5421 0.5547 -0.334
C 0.3796 -0.8662 -0.4565 -1.5939 0.1970 -0.2523 -0.133
C 0.2248 0.5593 -1.1008 0.4370 -0.0886 -0.3369 -0.120
C 0.9119 1.0897 0.1759 0.0334 0.2183 0.1102 -0.139
C 0.5738 -0.2172 0.9030 -0.0191 0.0936 0.4347 -0.172
H -2.6238 -0.4452 0.1183 0.1253 0.1365 0.0008 0.103
H -1.0152 -1.7831 0.7725 0.0107 -0.1271 1.1212 0.137
H 0.7294 -1.9028 -0.6200 -0.2091 0.9987 -1.0276 0.139
H -0.8159 0.9467 -1.1015 0.5570 -0.8421 -0.3246 0.104
H 0.6418 0.7418 -2.0812 0.5571 0.1807 0.0248 0.094
H 1.9838 1.1195 -0.0457 -0.0753 0.0485 0.4280 0.111
H 0.5934 2.0308 0.6324 -0.0884 -0.0113 -0.2130 0.104
H 1.0611 -0.5724 1.8038 0.2706 -0.0602 -0.2708 0.128
```
Positions in Å, forces in eV/Å.

Computed properties:
Multiplicity   1
SMILES   O[C@H]1[C@H]2CC[C@@H]12
Energy relative to the best compared isomer or geometry (same formula, charge and spin)   68.0 kcal/mol
Kohn-Sham gap   10.02 eV
E_tot   -270.44953 a.u.

---

[6]
DFT (ωB97M-V/def2-TZVPD) results for an isolated molecule of C5H8O.

```
14
Properties=species:S:1:pos:R:3:forces:R:3:lowdin_charge:R:1
C 1.7585 -0.5064 0.2125 0.0507 -0.0151 -0.0025 -0.050
C 0.5103 0.3499 -0.0098 0.0989 0.0153 0.0892 -0.275
C -0.5991 -0.0567 -1.0217 0.0121 -0.0580 -0.2400 -0.137
C -1.6988 0.2889 0.0153 -0.1489 -0.0080 0.0435 -0.082
C -0.5849 0.3128 1.0615 0.0068 0.0071 0.4339 -0.383
O -0.5597 0.1834 2.2559 -0.0006 0.0432 -0.5727 0.108
H 2.6776 0.0864 0.2007 -0.1594 -0.0703 0.0003 0.072
H 1.7055 -1.0068 1.1860 -0.0043 0.0593 -0.1559 0.078
H 1.8523 -1.2739 -0.5630 -0.0417 0.1062 0.1138 0.074
H 0.7724 1.4023 -0.1806 -0.0436 -0.1196 0.0529 0.148
H -0.6190 0.5017 -1.9596 -0.0056 -0.0664 0.1293 0.104
H -0.5757 -1.1260 -1.2508 0.0260 0.1213 0.0821 0.110
H -2.1402 1.2809 -0.1312 0.0898 -0.1308 0.0344 0.118
H -2.4993 -0.4366 0.1848 0.1198 0.1158 -0.0083 0.114
```
Positions in Å, forces in eV/Å.

Computed properties:
Multiplicity   1
SMILES   C[C@H]1CCC1=O
Energy relative to the best compared isomer or geometry (same formula, charge and spin)   20.0 kcal/mol
Kohn-Sham gap   10.40 eV
E_tot   -270.52597 a.u.

---

[7]
DFT (ωB97M-V/def2-TZVPD) results for a structure of composition C5H8O at a distorted geometry.

```
14
Properties=species:S:1:pos:R:3:forces:R:3:lowdin_charge:R:1
C -0.4341 -1.3551 -0.8500 -0.1975 0.1102 0.0228 -0.074
C 0.6244 -0.3123 -0.6103 -0.6772 0.3986 -0.0137 -0.235
C 0.3796 1.0774 -0.1316 -0.2669 0.5336 -0.4297 -0.175
C -0.7843 1.1109 0.8538 -0.4128 0.2776 -0.0646 -0.116
O -0.1434 0.1349 1.7221 0.0131 -0.0807 -0.0188 -0.062
C 0.9811 0.2075 0.8903 0.9373 -2.3101 -2.0231 -0.215
H -1.0785 -1.4442 0.0298 0.0064 -0.0226 -0.1064 0.074
H 0.0009 -2.3466 -1.0364 -0.0046 0.3078 0.0675 0.077
H -1.0597 -1.0974 -1.7121 -0.0174 -0.0883 0.0861 0.076
H 1.4853 -0.3578 -1.2971 -0.1916 -0.0418 0.7113 0.137
H 0.7996 1.9422 -0.6215 -0.0873 0.1785 0.0277 0.129
H -1.7628 0.7682 0.5013 0.1622 0.0352 0.0346 0.120
H -0.8808 2.0693 1.3707 0.0165 -0.1228 -0.0296 0.123
H 1.8725 -0.3969 0.8911 0.7199 0.8249 1.7357 0.139
```
Positions in Å, forces in eV/Å.

Computed properties:
Multiplicity   1
Energy relative to the best compared isomer or geometry (same formula, charge and spin)   77.1 kcal/mol
Kohn-Sham gap   9.35 eV
E_tot   -270.43496 a.u.

---

[8]
DFT (ωB97M-V/def2-TZVPD) results for an isolated molecule of C5H8O at a distorted geometry.

```
14
Properties=species:S:1:pos:R:3:forces:R:3:lowdin_charge:R:1
C -1.4954 0.1663 0.7065 0.0873 -0.2245 -0.1632 -0.101
C -0.0072 -0.2005 0.6475 -0.0375 -0.1625 -2.4140 -0.181
C 0.9272 0.9632 0.4913 0.4946 0.2836 -0.0446 -0.114
C 0.6789 0.3872 -0.8143 -0.1523 1.7125 -0.3879 -0.306
O 1.5554 -0.5648 -1.3405 -0.7795 0.0392 0.8005 -0.027
C 0.6293 -1.3391 -0.5846 -0.4386 -0.9429 1.2959 -0.108
H -1.7660 1.0497 0.0914 0.1308 -0.3233 0.1241 0.073
H -1.8155 0.4101 1.7359 0.4099 -0.1858 -0.3270 0.076
H -2.1172 -0.6772 0.3916 0.0221 0.1086 -0.0420 0.068
H 0.4991 1.9640 0.5359 -0.1147 -0.2377 0.4319 0.121
H 1.9276 0.8873 0.8976 0.1315 0.1060 -0.0008 0.113
H -0.0405 0.7614 -1.5255 -0.0573 0.4312 -0.0061 0.153
H 1.1459 -2.0365 0.0373 0.2761 -0.8351 -0.0385 0.099
H -0.1216 -1.7710 -1.2702 0.0277 0.2307 0.7716 0.134
```
Positions in Å, forces in eV/Å.

Computed properties:
Multiplicity   1
Energy relative to the best compared isomer or geometry (same formula, charge and spin)   110.7 kcal/mol
Kohn-Sham gap   8.95 eV
E_tot   -270.38154 a.u.

---

[9]
DFT (ωB97M-V/def2-TZVPD) results for a structure of composition C5H8O at a distorted geometry.

```
14
Properties=species:S:1:pos:R:3:forces:R:3:lowdin_charge:R:1
C 2.8882 0.0548 -0.6689 0.0670 0.0473 -0.0618 -0.005
C 1.6559 0.0190 -0.1890 -0.2512 0.2456 -0.0123 -0.242
C 0.4100 0.2358 0.2198 0.2861 0.0954 -0.4395 -0.033
C -0.8394 -0.4474 -0.3206 0.1535 0.0039 0.0970 -0.177
C -2.1140 -0.1077 0.4664 0.0753 -0.3691 -0.0718 -0.300
O -2.1612 1.2617 0.7727 0.1831 0.1116 0.1235 -0.082
H 1.4996 -0.1726 1.0282 -0.9525 -0.4133 0.0600 0.193
H 3.6976 -0.4965 -0.2083 -0.1291 0.0227 -0.1183 0.053
H 3.0897 0.6986 -1.5148 0.0810 -0.0608 0.0277 0.056
H -0.9329 0.0455 -1.3051 0.1664 -0.0809 0.1855 0.132
H -0.7694 -1.5244 -0.5234 0.1575 0.1529 0.1572 0.117
H -3.0039 -0.3298 -0.1376 0.2529 -0.0383 0.0808 0.117
H -2.1709 -0.7345 1.3707 0.0386 0.1578 -0.0494 0.112
H -1.2493 1.4974 1.0100 -0.1287 0.1251 0.0216 0.058
```
Positions in Å, forces in eV/Å.

Computed properties:
Multiplicity   1
Energy relative to the best compared isomer or geometry (same formula, charge and spin)   112.2 kcal/mol
Kohn-Sham gap   9.08 eV
E_tot   -270.37908 a.u.

---

[10]
DFT (ωB97M-V/def2-TZVPD) results for an isolated molecule of C5H8O.

```
14
Properties=species:S:1:pos:R:3:forces:R:3:lowdin_charge:R:1
C 1.1655 0.3048 1.4328 -0.0070 0.0027 0.0876 -0.088
C 0.8588 0.0378 -0.0370 0.0621 -0.1333 0.0171 -0.478
C 0.0258 -1.1082 -0.3036 0.0025 -0.0031 -0.0029 0.120
O -1.6311 -0.4255 -1.2155 -0.1083 0.0391 0.1818 -0.095
C 0.0121 1.2373 -0.6163 -0.3932 -0.1672 -0.1556 -0.006
C -1.1749 0.9573 -1.1062 0.2617 0.2008 0.0199 -0.229
H 0.2392 0.3425 2.0178 0.1245 -0.0061 -0.1017 0.082
H 1.6532 1.2794 1.5235 -0.0647 -0.1418 -0.0286 0.078
H 1.8173 -0.4673 1.8571 -0.0840 0.1016 -0.0523 0.075
H 1.7774 0.0012 -0.6302 -0.1330 0.0388 0.0483 0.135
H 0.1969 -1.7402 -1.1680 -0.0071 0.1046 0.1197 0.106
H -0.5728 -1.5514 0.4890 0.1042 0.0739 -0.0875 0.105
H -2.4420 -0.5306 -0.6867 0.1231 0.0036 -0.1278 0.112
H -1.8965 1.6515 -1.5286 0.1194 -0.1136 0.0821 0.083
```
Positions in Å, forces in eV/Å.

Computed properties:
Multiplicity   1
Energy relative to the best compared isomer or geometry (same formula, charge and spin)   123.8 kcal/mol
Kohn-Sham gap (spin up / spin down)   7.51 / 7.51 eV
E_tot   -270.36060 a.u.